Here is a molecular structure, C38H36AlCl2F14MgN2Na2O10S2 in a non-equilibrium geometry from the OMol25 dataset. Energies are from ωB97M-V/def2-TZVPD.

The geometry in XYZ format:
```
108
C38H36AlCl2F14MgN2Na2O10S2, DFT ωB97M-V/def2-TZVPD
Cl -0.8090 3.7902 -1.7008
Cl 0.2908 2.9227 -5.8497
S -1.8488 -3.5403 4.6611
S -3.1379 1.3060 -2.3732
Al -7.4496 -1.1587 3.0098
Mg 0.1154 -5.0187 6.3989
Na -7.4316 0.7328 0.6093
Na 0.1908 -2.2470 7.9729
F 6.7448 -1.9139 -5.0190
F -5.2034 1.5862 2.1593
F 7.3074 -2.5109 -7.0823
F 4.1645 -0.8202 -4.8385
F 5.1792 -1.6298 -8.2351
F -7.3098 -1.0829 4.7357
F 3.4688 1.4627 -6.0200
F 6.0337 -0.0253 -6.9438
F -8.2164 0.3260 2.4139
F -8.4164 -2.5236 2.5520
F 5.6391 -3.5134 -6.0729
F -5.8556 -1.2992 2.2850
F 3.5571 0.6367 -8.0770
F 3.2114 -2.1208 -6.3492
O -1.5307 1.1504 10.9697
O 2.4819 2.1719 -1.4099
O -1.2486 -4.9010 4.9283
O -3.4490 -3.6507 5.0417
O -3.0330 1.8909 2.4081
O -3.4553 0.0281 9.2858
O -1.2035 -2.4932 5.4779
O -0.5624 0.8038 5.7196
O 3.3352 0.9672 4.4836
O 1.4824 1.6158 7.4435
N -0.7690 -1.6769 -7.2163
N -0.1754 1.3661 -3.1121
C -2.0944 0.3386 0.1695
C -3.3393 -0.2858 -4.7736
C 5.3302 -1.2100 -6.9244
C 3.3497 2.4272 -0.3032
C -0.9403 -0.0217 1.0245
C -0.0292 1.3449 9.2312
C -2.4872 0.4619 -3.8697
C 3.2002 1.1293 3.0582
C 1.5983 0.0930 -6.8463
C 3.1652 0.3229 -6.7692
C -1.3448 0.9811 9.7854
C -0.6662 -2.0258 2.5792
C -0.4495 0.9132 -1.7299
C -1.7683 -3.1230 2.8672
C 0.4372 0.1182 0.4912
C -0.3723 2.8125 -3.1715
C -3.8650 1.3054 1.8145
C -2.7858 -0.9892 -5.9251
C -3.5578 0.2527 0.6802
C -2.3866 0.4067 8.8331
C 0.3840 1.3110 7.8910
C 0.7178 0.5851 -0.8846
C -0.2104 3.5986 -4.2824
C 3.7153 -0.3838 4.7784
C -1.2430 -0.5455 2.4771
C -1.9752 0.3860 7.4918
C -1.3072 -0.9263 -6.0905
C 1.1082 -0.1509 -5.3699
C 1.6855 -0.2337 1.4089
C -1.0162 0.5986 -4.0197
C -0.6932 0.8385 6.9276
C 3.9482 -0.9420 -6.2090
C 2.1339 0.7866 -1.5189
C 1.6965 0.7892 2.6360
C -0.4432 -0.1537 -5.1690
C -1.8251 0.7924 -1.1885
C -0.4399 5.1594 -4.2532
C 6.2440 -2.2941 -6.2239
H -0.7870 0.1675 3.2092
H 2.6556 -0.0866 0.8699
H -4.4409 -0.3419 -4.5996
H -3.4159 -1.5610 -6.6534
H 0.4101 5.7088 -3.7792
H 1.4885 -0.8224 -7.4969
H 3.7308 -0.4611 5.9024
H -2.3372 -0.5958 2.7083
H 4.3396 1.9024 -0.4498
H 4.7038 -0.6538 4.3196
H 1.0772 0.9167 -7.3895
H -2.6575 0.0032 6.7388
H 1.2586 1.7513 2.2479
H 3.4936 2.1876 2.8211
H 2.9264 -1.1137 4.4276
H 2.9198 0.0882 -1.1162
H -3.8990 -3.8171 4.1809
H -0.1889 -2.4154 -6.7952
H -3.7120 -0.7731 1.1306
H -1.5259 -2.1978 -7.6758
H -0.5758 5.4942 -5.3225
H -2.7748 -2.8689 2.4351
H 0.1310 -2.0546 3.3744
H 2.0685 0.5694 -2.6222
H -0.1635 -2.3257 1.6157
H 1.6476 -1.3091 1.7215
H -1.4275 5.3749 -3.7559
H 1.4996 0.7086 -4.7501
H -1.4292 -4.0654 2.3426
H 2.8298 2.1441 0.6488
H -4.3299 0.3516 -0.1233
H 1.1777 0.4111 3.5509
H 1.5064 -1.0885 -4.8943
H 3.5997 3.5239 -0.2096
H 0.6754 1.6786 9.9867
H 3.9540 0.4716 2.5230
```

## Properties
**M**: 1178.99 g/mol
**Charge**: +1
**HOMO energy**: -9.654 eV
**Frontier orbital gap**: 2.50 eV
**LUMO level**: -7.153 eV